65
Properties=species:S:1:pos:R:3:forces:R:3 method="wB97M-V/def2-TZVPD" total_charge=-1 s_squared=0.753 e_tot_ev=-173077.26863 lumo_ev="2.12 / 2.12" max_force_ha_per_bohr=0.0022 spin_multiplicity=2 homo_ev="-4.7 / -4.7"
Se 0.651382 1.946002 -3.180984 0.0 0.0 0.0
Cu -0.899987 1.416184 -0.868086 0.1 0.0 0.0
S 3.537497 -3.738960 0.873600 0.0 0.0 0.0
F -7.325903 0.824583 -0.747236 0.0 0.0 0.0
F -5.331578 2.428301 -1.392606 0.0 0.0 0.0
F -4.457680 -1.783226 1.927792 0.0 0.0 0.0
F -2.453794 -0.107713 1.422147 0.0 0.0 0.0
O 1.012100 0.900974 -4.371393 0.0 0.0 0.0
O -0.967201 2.247331 -3.052430 0.0 0.0 0.0
O 0.894108 1.164934 -1.691708 0.0 0.0 0.0
O 1.538219 3.298532 -3.238514 0.0 0.0 0.0
N 0.861865 -0.052947 1.016731 0.0 0.0 0.0
N -1.389316 -0.631721 -1.203406 0.0 0.0 0.0
N -0.457206 3.257809 0.119802 0.0 0.0 0.0
N -0.287901 -1.721823 -3.122214 0.0 -0.1 0.0
N -2.674294 1.976017 -0.311114 0.0 0.0 -0.1
N 5.567430 -3.856016 4.962682 0.0 0.0 0.0
C 0.420918 -1.240840 1.426180 0.0 0.0 0.0
C -5.067214 1.411737 -0.541099 0.0 0.0 0.0
C 0.881153 3.815320 -0.086936 0.0 0.0 0.0
C 1.196646 -2.391506 1.401995 0.0 0.0 0.0
C 4.282146 -3.723420 2.472833 0.0 0.0 0.0
C 1.160400 -1.943786 -3.067852 0.0 0.0 0.0
C -3.753670 1.211786 -0.062041 0.0 0.0 0.0
C 4.721536 -2.876131 4.658301 0.0 0.0 0.0
C 5.167495 -4.756137 2.775574 0.0 0.0 0.0
C 2.965542 -1.067807 0.493004 0.0 0.0 0.0
C -6.109924 0.566412 -0.219710 0.0 0.0 0.0
C 4.059124 -2.757163 3.445277 0.0 0.0 0.0
C 5.774047 -4.772292 4.017332 0.0 0.0 0.0
C -4.675573 -0.746753 1.088658 0.0 0.0 0.0
C -0.854585 -1.122446 -2.111227 -0.1 0.1 0.0
C -5.949469 -0.540494 0.587760 0.0 0.0 0.0
C 2.499550 -2.295362 0.934101 0.0 -0.1 0.0
C -0.723450 3.156613 1.557258 0.0 0.0 0.0
C 2.104908 0.021705 0.549302 0.0 0.0 0.0
C -3.631241 0.094302 0.797572 0.0 0.0 0.0
C -0.883009 -1.546953 -4.451535 0.0 0.0 0.0
C -1.467856 4.086933 -0.558481 0.0 0.0 0.0
C -2.842333 3.385894 -0.624221 0.0 0.0 0.0
H 6.464624 -5.570486 4.268060 0.0 0.0 0.0
H -3.246104 3.562804 -1.624065 0.0 0.0 0.0
H 1.469070 -2.006266 -2.025716 0.0 0.0 0.0
H 3.967441 -0.960101 0.100355 0.0 0.0 0.0
H -0.605362 -1.277477 1.766712 0.0 0.0 0.0
H 0.794736 -3.338429 1.735624 0.0 0.0 0.0
H 1.611118 3.171006 0.402478 0.0 0.0 0.0
H 5.379309 -5.535455 2.054634 0.0 0.0 0.0
H -1.730371 2.781480 1.718108 0.0 0.0 0.0
H -3.536251 3.846258 0.091259 0.0 0.0 0.0
H -1.548824 5.058900 -0.050881 0.0 0.0 0.0
H -0.430614 -0.681686 -4.938622 0.0 0.0 0.0
H 1.118596 3.867739 -1.147902 0.0 0.0 0.0
H 1.669375 -1.108252 -3.550767 0.0 0.0 0.0
H 1.382633 -2.886415 -3.570166 0.0 0.0 0.0
H -6.769208 -1.202259 0.819816 0.0 0.0 0.0
H -1.954338 -1.395394 -4.341529 0.0 0.0 0.0
H -1.101576 4.251827 -1.570439 0.0 0.0 0.0
H -0.707395 -2.457351 -5.025950 0.0 0.0 0.0
H 0.944028 4.818298 0.359322 0.0 0.0 0.0
H -0.609956 4.141678 2.031724 0.0 0.0 0.0
H 2.417995 0.984010 0.167312 0.0 0.0 0.0
H -0.017100 2.455686 2.001940 0.0 0.0 0.0
H 4.557383 -2.130354 5.428830 0.0 0.0 0.0
H 3.387911 -1.927624 3.274739 0.0 0.0 0.0